Entry w
C3H3LiO2 | the ωB97M-V functional and the def2-TZVPD basis

The geometry in XYZ format:
```
9
Properties=species:S:1:pos:R:3
O 0.6967 1.1244 0.3765
Li 2.5804 -2.3316 -0.7200
O 1.6976 -0.7759 -0.1891
C 1.1725 -0.0635 0.6161
C -0.7011 1.1268 0.2104
C -1.2396 -0.0236 -0.2543
H -1.1691 1.8375 0.8889
H -0.9774 -0.4225 -1.2360
H -2.0599 -0.4715 0.3074
```

Computed properties:
* HOMO energy (alpha / beta): -0.4906 / -0.4888 Ha
* multiplicity: 2
* HOMO-LUMO gap (alpha / beta): 8.70 / 7.60 eV
* charge: +1

Mulliken atomic charge list, values in e, 6 entries: atom 1 (O): -0.2026, atom 2 (Li): 0.9525, atom 3 (O): -0.4962, atom 4 (C): 0.4945, atom 5 (C): 0.0703, atom 6 (C): -0.7302



Entry x
C3H3LiO2 | the ωB97M-V functional and the def2-TZVPD basis

The geometry in XYZ format:
```
9
Properties=species:S:1:pos:R:3
C -0.1020 1.1930 -1.1044
C 0.4079 0.9850 0.1872
H -0.8935 1.7955 -1.5490
H -0.1632 1.3569 1.0503
H 1.4917 0.9325 0.3486
O -0.6013 -0.5962 -1.2663
C -0.2192 -0.9532 -0.1329
Li 0.2914 -2.8125 1.8926
O -0.2119 -1.9010 0.5738
```

Computed properties:
* HOMO energy (alpha / beta): -0.4930 / -0.5007 Ha
* multiplicity: 2
* HOMO-LUMO gap (alpha / beta): 8.56 / 8.76 eV
* charge: +1

Mulliken atomic charge list, values in e, 6 entries: atom 1 (C): 0.0463, atom 2 (C): -0.6840, atom 3 (H): 0.3252, atom 4 (H): 0.3207, atom 5 (H): 0.3275, atom 6 (O): -0.3581



Going by the energies, entry w is most stable and the next is 0.635 eV up.